Here is a 11-piece molecular cluster, C14H50N10O11 overall from the Open Molecules 2025 dataset. Energies are from ωB97M-V/def2-TZVPD.

The value obtained for the highest occupied orbital energy is -8.3 eV. The calculation puts the LUMO energy at -0.027 Ha. The value obtained for the total energy is -1938.42766 Ha. Its total charge is 0. The value obtained for the HOMO-LUMO gap is 7.53 eV. The energy above the lowest of the compared OMol25 structures with the same formula, charge and spin comes out at 255.85 kcal/mol. Its SMILES is NC(N)=O.NC(N)=O.NC(N)=O.NC(N)=O.NC(N)=O.CCO.CCO.CCO.CO.CO.CO.

Geometry as XYZ:
```
85
Properties=species:S:1:pos:R:3:lowdin_charge:R:1
N -0.72 -3.31 -2.49 0.09
C -0.18 -4.44 -2.11 -0.62
N -1.10 -5.28 -1.87 0.18
O 1.18 -4.55 -1.79 -0.11
H -0.04 -2.62 -2.92 0.11
H -1.71 -3.18 -2.86 0.16
H -0.95 -5.99 -1.13 0.15
H -2.05 -5.10 -2.16 0.12
N -0.54 2.90 2.88 0.15
C -1.20 1.87 2.61 -0.65
N -2.47 2.12 2.78 0.18
O -0.64 0.71 2.14 -0.09
H 0.48 2.86 2.56 0.09
H -0.86 3.89 2.99 0.16
H -3.30 1.50 2.76 0.16
H -2.69 2.96 3.18 0.07
N 1.96 2.81 1.61 0.11
C 2.96 3.63 1.40 -0.65
N 2.72 4.55 0.56 0.18
O 4.18 3.49 1.97 -0.09
H 2.16 1.98 2.24 0.07
H 1.09 2.83 0.93 0.08
H 3.51 4.81 0.08 0.09
H 1.85 4.57 -0.02 0.08
N -1.19 -2.15 2.11 0.19
C -1.31 -2.88 1.09 -0.76
N -1.38 -2.31 -0.04 0.17
O -1.47 -4.21 1.18 -0.12
H -1.08 -2.58 3.04 0.15
H -0.93 -1.09 1.96 0.11
H -1.22 -2.87 -0.93 0.08
H -1.01 -1.38 -0.24 0.06
N 0.30 4.60 -1.21 0.12
C 0.58 3.34 -1.20 -0.70
N -0.01 2.73 -0.23 0.14
O 1.44 2.82 -2.14 -0.07
H 0.79 5.10 -1.98 0.15
H -0.50 5.09 -0.62 0.20
H 0.01 1.69 -0.36 0.09
H -0.88 3.10 0.23 0.15
C 1.78 -0.90 3.87 -0.05
C 2.31 0.52 3.84 -0.36
O 3.07 0.76 2.77 -0.04
H 1.24 -1.00 2.97 0.02
H 1.08 -1.14 4.63 0.07
H 2.59 -1.66 3.77 0.10
H 2.86 0.76 4.76 0.13
H 1.49 1.17 3.82 0.07
H 3.83 1.24 3.04 0.08
C -3.09 0.67 -0.43 -0.09
C -4.56 1.03 -0.62 -0.35
O -5.16 0.05 -1.38 -0.05
H -2.53 1.40 0.23 0.06
H -2.62 0.60 -1.40 0.04
H -2.97 -0.26 0.16 0.08
H -4.78 2.03 -0.99 0.11
H -4.95 1.02 0.39 0.10
H -4.72 0.05 -2.24 0.09
C 1.66 -1.55 -0.37 -0.04
C 1.31 -0.13 -0.31 -0.31
O 0.01 0.03 -0.61 -0.12
H 1.18 -2.08 0.35 0.02
H 2.67 -1.73 -0.14 0.09
H 1.58 -2.07 -1.33 0.07
H 1.74 0.54 -1.03 0.12
H 1.44 0.22 0.67 0.09
H -0.12 -0.26 -1.47 0.05
C 1.65 -1.07 -4.11 -0.15
O 0.40 -0.76 -3.53 -0.14
H 1.59 -1.37 -5.18 0.09
H 2.35 -1.80 -3.64 0.10
H 2.25 -0.09 -4.17 0.10
H -0.25 -0.54 -4.18 0.09
C 1.66 -4.84 1.40 -0.19
O 1.01 -5.79 2.25 -0.13
H 2.58 -4.48 1.93 0.08
H 0.94 -4.03 1.11 0.05
H 2.13 -5.28 0.49 0.07
H 0.46 -6.26 1.61 0.06
C -1.64 2.36 -3.23 -0.19
O -1.52 2.83 -4.55 -0.11
H -2.62 1.84 -3.13 0.08
H -1.62 3.12 -2.39 0.08
H -0.92 1.65 -3.04 0.02
H -0.58 3.19 -4.58 0.12
```

Here is a 11-piece molecular cluster, C14H51N13O11 overall from the Open Molecules 2025 dataset. Energies are from ωB97M-V/def2-TZVPD.

The value obtained for the highest occupied orbital energy is -8.8 eV. The calculation puts the LUMO energy at 0.006 Ha. The value obtained for the total energy is -2103.53257 Ha. Its total charge is 0. The value obtained for the HOMO-LUMO gap is 8.94 eV. The energy above the lowest of the compared OMol25 structures with the same formula, charge and spin comes out at 0.00 kcal/mol. Its SMILES is COC[C@H](C)N.NC(N)=O.NC(N)=O.NC(N)=O.NC(N)=O.NC(N)=O.NC(N)=O.CO.CO.CO.CO.

Geometry as XYZ:
```
89
Properties=species:S:1:pos:R:3:lowdin_charge:R:1
C -1.64 2.10 3.72 -0.15
O -1.83 2.82 2.57 -0.18
C -1.64 2.10 1.30 -0.14
C -2.53 2.73 0.17 -0.38
C -4.00 2.38 0.34 -0.07
N -2.20 2.19 -1.16 0.05
H -2.22 1.18 3.84 0.09
H -1.98 2.77 4.51 0.09
H -0.57 1.93 3.88 0.07
H -0.59 2.03 1.01 0.09
H -1.85 1.03 1.42 0.11
H -2.34 3.80 0.03 0.13
H -4.15 1.31 0.24 0.06
H -4.75 2.84 -0.30 0.08
H -4.29 2.62 1.37 0.07
H -2.79 1.41 -1.41 0.01
H -1.31 1.73 -1.05 0.02
N 4.50 0.43 1.30 0.19
C 3.84 1.01 0.36 -0.63
N 3.91 2.33 0.54 0.19
O 3.22 0.29 -0.47 -0.03
H 4.28 -0.55 1.43 0.07
H 5.21 0.86 1.89 0.13
H 3.48 2.89 -0.19 0.08
H 4.45 2.75 1.28 0.12
N -1.96 -2.52 -3.46 0.20
C -0.75 -2.61 -3.74 -0.86
N -0.04 -1.61 -3.32 0.20
O -0.34 -3.42 -4.51 0.04
H -2.60 -3.23 -3.78 0.13
H -2.32 -1.83 -2.82 0.07
H -0.52 -0.90 -2.79 0.09
H 0.95 -1.53 -3.51 0.10
N -5.42 0.39 -2.46 0.17
C -4.61 -0.55 -1.92 -0.74
N -5.18 -1.69 -1.75 0.21
O -3.45 -0.35 -1.70 0.00
H -5.07 1.26 -2.83 0.12
H -6.42 0.25 -2.41 0.10
H -4.72 -2.55 -1.47 0.07
H -6.18 -1.56 -1.81 0.12
N -2.50 -2.60 -0.16 0.19
C -2.76 -3.76 -0.59 -0.78
N -1.94 -4.53 0.05 0.17
O -3.65 -4.02 -1.39 0.03
H -2.91 -1.76 -0.56 0.07
H -1.80 -2.57 0.57 0.07
H -1.00 -4.20 0.23 0.11
H -2.09 -5.51 -0.17 0.12
N 3.04 -2.50 -0.24 0.20
C 3.27 -2.85 1.00 -0.81
N 3.27 -4.14 1.10 0.18
O 3.59 -2.11 1.85 0.06
H 2.92 -3.24 -0.92 0.12
H 2.80 -1.53 -0.41 0.06
H 3.09 -4.75 0.32 0.12
H 3.40 -4.45 2.06 0.13
N 2.82 2.94 4.55 0.16
C 2.59 1.66 4.26 -0.83
N 2.10 1.48 3.09 0.19
O 2.75 0.81 5.07 0.07
H 3.09 3.16 5.50 0.12
H 2.67 3.62 3.82 0.10
H 1.90 0.54 2.78 0.09
H 1.88 2.28 2.51 0.11
C 0.23 -1.33 2.79 -0.13
O -0.64 -2.12 1.97 -0.13
H 0.13 -1.55 3.85 0.10
H 1.28 -1.51 2.57 0.07
H 0.00 -0.27 2.68 0.05
H -0.41 -3.05 2.04 0.08
C 1.36 3.94 -0.95 -0.21
O 1.95 3.22 -1.97 -0.10
H 1.94 4.84 -0.74 0.08
H 0.39 4.36 -1.21 0.10
H 1.41 3.56 0.07 0.06
H 1.26 2.78 -2.47 0.08
C 3.11 0.21 -3.97 -0.18
O 3.08 -0.60 -2.88 -0.13
H 3.03 1.26 -3.68 0.08
H 4.08 0.10 -4.46 0.08
H 2.32 -0.01 -4.70 0.08
H 3.05 -0.06 -2.09 0.00
C 0.16 -0.28 -0.49 -0.20
O 0.48 0.85 -1.18 -0.13
H -0.88 -0.58 -0.62 0.07
H 0.88 -1.07 -0.69 0.07
H 0.24 -0.08 0.58 0.05
H 1.44 0.92 -1.11 0.04
```

Here is a 15-piece molecular cluster, C14H56F2N29O18S2 overall from the Open Molecules 2025 dataset. Energies are from ωB97M-V/def2-TZVPD.

The value obtained for the highest occupied orbital energy is -7.8 eV. The calculation puts the LUMO energy at 0.039 Ha. The value obtained for the total energy is -4505.61741 Ha. Its total charge is -1. The value obtained for the HOMO-LUMO gap is 8.82 eV. The energy above the lowest of the compared OMol25 structures with the same formula, charge and spin comes out at 312.34 kcal/mol.

Geometry as XYZ:
```
121
Properties=species:S:1:pos:R:3:lowdin_charge:R:1
N -2.12 -0.35 33.31 -0.27
S -2.81 0.96 33.37 0.42
O -2.22 2.15 32.77 -0.29
O -3.97 1.13 34.28 -0.32
F -3.69 0.55 32.04 -0.28
S -1.16 0.00 34.65 0.56
O -1.72 0.53 35.92 -0.30
O 0.12 0.57 34.18 -0.33
F -0.69 -1.44 35.04 -0.19
C 6.59 5.49 37.36 -0.81
O 7.73 5.28 37.75 0.02
N 5.88 6.46 37.85 0.16
N 6.00 4.85 36.40 0.17
H 4.89 6.36 37.70 0.11
H 6.35 6.90 38.64 0.12
H 6.50 4.01 36.15 0.12
H 5.00 4.91 36.23 0.11
C 1.15 -9.88 33.94 -0.82
O 1.64 -9.25 33.05 0.05
N 1.53 -11.09 34.22 0.15
N 0.46 -9.44 34.94 0.16
H 2.29 -11.40 33.63 0.12
H 1.18 -11.60 35.02 0.11
H 0.32 -8.44 35.03 0.12
H -0.12 -10.06 35.48 0.11
C -11.96 0.66 32.29 -0.86
O -11.92 0.27 33.42 0.06
N -10.96 1.15 31.64 0.17
N -12.96 0.42 31.55 0.16
H -11.01 1.60 30.74 0.11
H -10.08 1.36 32.10 0.12
H -13.48 -0.36 31.93 0.13
H -12.80 0.38 30.55 0.11
C -3.80 -0.38 43.77 -0.80
O -2.72 0.00 44.17 0.04
N -4.79 -0.83 44.51 0.15
N -4.10 -0.55 42.52 0.15
H -4.77 -0.80 45.52 0.12
H -5.66 -1.05 44.05 0.10
H -4.98 -0.98 42.26 0.11
H -3.29 -0.44 41.93 0.13
C 5.81 -6.40 35.84 -0.87
O 5.02 -6.84 36.60 0.05
N 5.53 -5.53 34.94 0.18
N 7.03 -6.82 35.92 0.16
H 6.24 -5.05 34.40 0.11
H 4.57 -5.45 34.64 0.13
H 7.29 -7.21 36.81 0.12
H 7.74 -6.54 35.25 0.11
C 1.22 -6.20 42.21 -0.77
O 0.51 -5.87 43.17 0.01
N 2.44 -6.65 42.36 0.16
N 0.96 -5.87 40.98 0.16
H 2.92 -6.69 43.24 0.12
H 2.97 -6.77 41.51 0.10
H 1.59 -6.16 40.24 0.11
H -0.03 -5.74 40.86 0.12
C -2.78 -5.31 30.10 -0.82
O -2.94 -6.28 29.38 0.02
N -3.40 -4.21 29.82 0.15
N -2.09 -5.16 31.17 0.18
H -4.04 -4.13 29.04 0.13
H -3.10 -3.47 30.44 0.10
H -1.45 -5.92 31.36 0.14
H -2.20 -4.21 31.50 0.11
C -7.35 -4.42 34.28 -0.77
O -8.38 -4.81 34.85 0.01
N -6.10 -4.52 34.67 0.15
N -7.32 -3.66 33.25 0.15
H -5.37 -4.01 34.18 0.11
H -5.98 -5.00 35.55 0.12
H -6.46 -3.49 32.76 0.12
H -8.24 -3.28 33.08 0.13
C 4.55 0.31 40.75 -0.78
O 4.50 1.42 41.36 -0.03
N 5.46 0.12 39.86 0.16
N 3.64 -0.59 40.81 0.18
H 5.51 -0.50 39.06 0.12
H 6.19 0.82 39.92 0.12
H 2.80 -0.38 41.32 0.13
H 3.60 -1.40 40.21 0.12
C 0.42 6.66 40.54 -0.89
O -0.28 7.59 40.24 0.04
N 0.14 5.48 40.25 0.17
N 1.52 6.72 41.19 0.17
H 0.82 4.73 40.24 0.13
H -0.82 5.40 39.96 0.14
H 2.06 5.91 41.44 0.12
H 1.65 7.57 41.72 0.12
C -7.70 5.71 27.94 -0.77
O -8.20 6.38 28.81 0.03
N -8.29 5.65 26.79 0.14
N -6.62 4.92 27.98 0.16
H -8.99 6.34 26.54 0.12
H -7.92 5.12 26.01 0.10
H -6.34 4.53 27.09 0.10
H -6.09 4.82 28.83 0.12
C -0.07 7.94 28.17 -0.73
O -0.74 7.37 27.23 -0.04
N 0.60 9.05 28.01 0.14
N 0.14 7.48 29.36 0.16
H 0.81 9.24 27.04 0.12
H 1.10 9.39 28.82 0.11
H -0.46 6.71 29.61 0.13
H 0.38 8.22 30.01 0.11
C -9.08 3.36 39.75 -0.74
O -10.15 3.48 40.47 -0.06
N -7.88 3.55 40.18 0.16
N -9.14 3.00 38.51 0.16
H -7.11 3.54 39.53 0.11
H -7.72 3.43 41.17 0.12
H -8.33 2.73 37.97 0.12
H -10.03 2.69 38.15 0.13
C 3.50 -1.06 29.32 -0.77
O 4.52 -1.50 28.76 -0.01
N 2.50 -1.81 29.71 0.15
N 3.29 0.15 29.71 0.15
H 1.77 -1.33 30.22 0.11
H 2.37 -2.79 29.53 0.12
H 2.65 0.32 30.47 0.11
H 3.94 0.89 29.49 0.12
```